No. 1
Density functional theory data (ωB97M-V/def2-TZVPD) for one molecule with the formula C4H7NO in a non-equilibrium geometry.

## Properties
- Kohn-Sham gap (eV) = 9.4
- HOMO level (eV) = -8.754
- SMILES = C/C=N/CC=O
- net charge = 0
- ΔE to the lowest compared entry with this formula, charge and spin (kJ/mol) = 316.5
- largest force on an atom (eV/Å) = 1.9

Element x y z (Å)
C (-0.602, 0.878, -1.689)
C (-0.439, 0.016, -0.489)
N (0.071, -1.153, -0.422)
C (0.451, -1.285, 0.970)
C (0.851, 0.143, 1.387)
O (1.116, 0.947, 0.511)
H (-0.870, 1.898, -1.395)
H (-1.424, 0.425, -2.237)
H (0.286, 0.918, -2.326)
H (-0.939, 0.395, 0.447)
H (-0.254, -1.841, 1.602)
H (1.430, -1.786, 1.062)
H (1.067, 0.429, 2.416)

***

No. 2
Density functional theory data (ωB97M-V/def2-TZVPD) for C29H32N7OV as an isolated structure in a non-equilibrium geometry.

## Properties
- Kohn-Sham gap (spin up / spin down) (eV) = 4.4 / 4.4
- HOMO level (spin up / spin down) (eV) = -4.693 / -4.638
- multiplicity = 3
- net charge = 0
- ⟨S²⟩ = 2.191
- ΔE to the lowest compared entry with this formula, charge and spin (kJ/mol) = 204.6
- largest force on an atom (eV/Å) = 1.0

Element x y z (Å)
V (-1.175, -0.102, -0.170)
C (1.389, -0.670, 3.282)
C (0.750, -0.596, 1.924)
N (-0.517, -0.164, 1.753)
C (-1.342, 0.560, 2.676)
C (-1.739, 1.905, 2.031)
N (-1.927, 1.792, 0.558)
C (-3.254, 2.036, -0.014)
C (-4.112, 0.777, 0.039)
N (-3.381, -0.398, -0.455)
C (-3.584, -0.879, -1.847)
C (-2.466, -0.481, -2.825)
N (-1.202, -0.658, -2.163)
C (-0.131, -1.239, -2.598)
C (0.012, -1.791, -3.987)
C (0.971, -1.322, -1.636)
C (2.173, -1.955, -1.789)
C (3.056, -2.050, -0.666)
C (2.663, -1.614, 0.579)
C (1.417, -0.980, 0.764)
N (0.731, -0.640, -0.441)
H (0.750, -1.217, 3.979)
H (1.551, 0.330, 3.696)
H (2.354, -1.168, 3.242)
H (-0.876, 0.751, 3.650)
H (-2.260, -0.015, 2.888)
H (-0.925, 2.610, 2.195)
H (-2.639, 2.320, 2.498)
H (-1.248, 2.403, 0.113)
H (-3.101, 2.322, -1.057)
H (-3.781, 2.861, 0.477)
H (-5.045, 0.942, -0.510)
H (-4.382, 0.580, 1.079)
H (-3.556, -1.190, 0.147)
H (-4.552, -0.549, -2.236)
H (-3.594, -1.967, -1.793)
H (-2.568, 0.577, -3.095)
H (-2.571, -1.060, -3.748)
H (-0.271, -1.038, -4.724)
H (-0.640, -2.657, -4.120)
H (1.032, -2.100, -4.191)
H (2.439, -2.444, -2.715)
H (4.016, -2.530, -0.794)
H (3.301, -1.808, 1.432)
N (5.577, 7.087, -1.630)
C (4.848, 6.204, -1.492)
C (3.948, 5.115, -1.321)
C (3.399, 4.455, -2.429)
C (2.524, 3.408, -2.271)
C (2.138, 2.958, -0.981)
C (2.722, 3.625, 0.132)
C (3.592, 4.671, -0.037)
C (1.235, 1.923, -0.802)
C (0.415, 0.988, -0.624)
H (3.672, 4.779, -3.426)
H (2.115, 2.912, -3.141)
H (2.469, 3.284, 1.128)
H (4.019, 5.162, 0.828)
O (-1.510, -2.446, 0.025)
N (-0.946, -3.036, 1.040)
C (-1.426, -2.881, 2.287)
C (-0.858, -3.545, 3.352)
C (0.235, -4.371, 3.145)
C (0.729, -4.499, 1.855)
C (0.135, -3.812, 0.824)
H (-2.277, -2.224, 2.365)
H (-1.277, -3.403, 4.338)
H (0.695, -4.897, 3.969)
H (1.590, -5.115, 1.640)
H (0.472, -3.824, -0.204)

***

No. 3
Density functional theory data (ωB97M-V/def2-TZVPD) for a 2-piece molecular cluster, C2H2N2O3 overall in a non-equilibrium geometry.

## Properties
- Kohn-Sham gap (spin up / spin down) (eV) = 7.7 / 7.7
- HOMO level (spin up / spin down) (eV) = -8.320 / -8.288
- net charge = 0
- ΔE to the lowest compared entry with this formula, charge and spin (kJ/mol) = 362.7
- largest force on an atom (eV/Å) = 4.7

Element x y z (Å)
C (-1.377, 1.398, 0.968)
C (0.579, -1.328, -0.689)
N (-0.584, 1.717, 1.802)
N (0.354, 1.941, 2.467)
O (-2.265, 1.125, 0.241)
O (1.073, -1.562, -1.889)
O (0.425, -0.222, -0.218)
H (1.522, -0.845, -2.348)
H (0.273, -2.224, -0.334)

***

No. 4
Density functional theory data (ωB97M-V/def2-TZVPD) for a 2-piece molecular cluster, C2H8 overall.

## Properties
- Kohn-Sham gap (eV) = 14.6
- HOMO level (eV) = -13.354
- SMILES = C.C
- net charge = 0
- ΔE to the lowest compared entry with this formula, charge and spin (kJ/mol) = 1.6
- largest force on an atom (eV/Å) = 0.4

Element x y z (Å)
C (0.828, -3.724, -1.791)
H (0.561, -4.206, -2.744)
H (0.778, -4.465, -0.979)
H (0.124, -2.905, -1.585)
H (1.849, -3.322, -1.857)
C (-0.828, 3.724, 1.791)
H (0.189, 3.992, 2.113)
H (-1.187, 2.870, 2.384)
H (-0.816, 3.452, 0.726)
H (-1.499, 4.583, 1.943)

***

No. 5
Density functional theory data (ωB97M-V/def2-TZVPD) for a 6-piece molecular cluster, C31H70Cl4 overall in a non-equilibrium geometry.

## Properties
- Kohn-Sham gap (eV) = 10.7
- HOMO level (eV) = -10.483
- SMILES = ClC(Cl)(Cl)Cl.CCCCCC.CCCCCC.CCCCCC.CCCCCC.CCCCCC
- net charge = 0
- ΔE to the lowest compared entry with this formula, charge and spin (kJ/mol) = 0.0
- largest force on an atom (eV/Å) = 2.5

Element x y z (Å)
Cl (-3.408, 20.242, -25.195)
C (-3.067, 20.624, -23.542)
Cl (-2.024, 22.008, -23.457)
Cl (-4.484, 21.102, -22.548)
Cl (-2.156, 19.335, -22.710)
C (-9.303, 20.516, -23.874)
C (-9.834, 21.940, -23.955)
C (-9.288, 22.963, -22.957)
C (-7.892, 23.417, -23.179)
C (-7.372, 24.300, -22.049)
C (-5.899, 24.799, -22.300)
H (-9.500, 20.035, -22.916)
H (-8.243, 20.559, -24.122)
H (-9.796, 19.895, -24.621)
H (-9.614, 22.219, -24.985)
H (-10.914, 21.914, -23.817)
H (-9.387, 22.528, -21.962)
H (-10.069, 23.722, -22.903)
H (-7.178, 22.599, -23.282)
H (-7.884, 24.007, -24.095)
H (-7.979, 25.205, -22.065)
H (-7.541, 23.814, -21.088)
H (-5.730, 25.238, -23.283)
H (-5.587, 25.569, -21.596)
H (-5.201, 23.972, -22.169)
C (-2.267, 14.752, -21.616)
C (-3.090, 15.052, -20.380)
C (-4.475, 15.695, -20.642)
C (-4.387, 17.001, -21.528)
C (-5.784, 17.540, -21.830)
C (-6.332, 18.269, -20.585)
H (-2.803, 14.101, -22.307)
H (-1.307, 14.270, -21.432)
H (-1.875, 15.621, -22.146)
H (-3.137, 14.048, -19.956)
H (-2.455, 15.652, -19.728)
H (-4.925, 15.893, -19.669)
H (-5.174, 15.000, -21.107)
H (-3.803, 17.779, -21.035)
H (-3.848, 16.927, -22.472)
H (-5.917, 18.250, -22.647)
H (-6.390, 16.670, -22.087)
H (-5.879, 19.246, -20.416)
H (-7.407, 18.427, -20.665)
H (-6.194, 17.680, -19.678)
C (-1.022, 16.348, -26.047)
C (-2.423, 16.367, -25.451)
C (-3.532, 16.597, -26.463)
C (-4.935, 16.611, -25.812)
C (-6.039, 17.082, -26.799)
C (-7.345, 17.409, -26.020)
H (-0.710, 17.303, -26.470)
H (-0.955, 15.625, -26.859)
H (-0.258, 16.061, -25.324)
H (-2.543, 15.392, -24.979)
H (-2.476, 17.186, -24.733)
H (-3.502, 15.692, -27.069)
H (-3.469, 17.501, -27.069)
H (-5.167, 15.622, -25.416)
H (-4.928, 17.344, -25.005)
H (-5.780, 18.018, -27.294)
H (-6.157, 16.286, -27.534)
H (-8.081, 17.696, -26.771)
H (-7.730, 16.490, -25.577)
H (-7.330, 18.241, -25.315)
C (-0.713, 21.809, -28.128)
C (0.194, 20.630, -27.700)
C (0.372, 20.513, -26.150)
C (1.381, 19.397, -25.912)
C (1.371, 18.741, -24.499)
C (2.521, 17.700, -24.515)
H (-1.643, 21.759, -27.563)
H (-1.037, 21.530, -29.130)
H (-0.281, 22.777, -28.384)
H (-0.212, 19.644, -27.929)
H (1.185, 20.694, -28.150)
H (-0.582, 20.236, -25.701)
H (0.719, 21.418, -25.653)
H (1.303, 18.702, -26.748)
H (2.367, 19.834, -26.071)
H (1.682, 19.510, -23.791)
H (0.444, 18.363, -24.067)
H (2.637, 17.153, -23.579)
H (2.346, 17.033, -25.359)
H (3.521, 18.122, -24.616)
C (-0.073, 23.899, -19.931)
C (-1.338, 23.151, -19.668)
C (-2.431, 24.023, -18.979)
C (-2.836, 25.398, -19.534)
C (-4.015, 25.972, -18.742)
C (-4.164, 27.450, -19.160)
H (0.391, 24.195, -18.990)
H (-0.212, 24.761, -20.582)
H (0.669, 23.365, -20.526)
H (-1.737, 22.770, -20.608)
H (-1.210, 22.201, -19.149)
H (-2.102, 24.233, -17.961)
H (-3.300, 23.369, -18.904)
H (-1.959, 26.043, -19.478)
H (-3.059, 25.409, -20.601)
H (-4.930, 25.379, -18.734)
H (-3.718, 25.935, -17.694)
H (-3.249, 27.986, -18.909)
H (-4.321, 27.555, -20.234)
H (-4.975, 27.871, -18.566)

***

No. 6
Density functional theory data (ωB97M-V/def2-TZVPD) for C2H6PS3 as an isolated structure in a non-equilibrium geometry.

## Properties
- Kohn-Sham gap (eV) = 8.6
- HOMO level (eV) = -13.226
- net charge = +1
- ΔE to the lowest compared entry with this formula, charge and spin (kJ/mol) = 120.2
- largest force on an atom (eV/Å) = 5.1

Element x y z (Å)
C (-0.296, -1.507, -0.326)
C (-0.611, 0.647, -1.442)
P (-0.131, 0.179, 0.378)
S (-1.181, -1.067, -1.757)
S (1.765, 0.795, 0.888)
S (-1.626, 0.662, 1.722)
H (1.211, -1.596, -0.581)
H (-0.591, -2.399, 0.232)
H (-1.475, 1.188, -1.566)
H (0.187, 0.887, -2.170)
H (1.417, 1.512, 1.838)
H (-0.592, 0.545, 2.733)

***

> Which formula does entry 4 have?

C2H8